# C2H8BNO3

A cluster of 2 separate species, C2H8BNO3 in total (the ωB97M-V functional and the def2-TZVPD basis, the OMol25 dataset).

Calculated values
SMILES string: C[NH+](C)[O-].O=BO
Kohn-Sham gap: 0.3619 hartree
HOMO energy: -0.33817 hartree
Spin multiplicity: 1

```
15
Properties=species:S:1:pos:R:3:forces:R:3
B 0.029695 -1.922582 1.831909 -0.447 0.924 -0.795
C -0.619057 0.008126 -1.471208 0.357 0.081 0.680
C 0.875480 1.522019 -0.530912 1.672 -1.845 2.458
N 0.155021 0.195976 -0.232326 2.269 1.598 -0.339
O 0.788692 -2.200155 0.935961 1.582 -0.697 -1.115
O -0.865543 -1.739716 2.733364 -1.187 -0.216 1.945
O -0.585958 0.303789 0.901964 -0.524 -0.167 -0.056
H -1.425802 0.641900 -1.244756 -1.257 1.111 -0.592
H -0.073026 0.202989 -2.398899 -0.135 -0.028 0.429
H -0.981601 -0.953554 -1.401962 -0.863 -2.285 -0.359
H 1.790758 1.626048 0.071786 -0.607 -0.154 0.396
H 1.255547 1.539337 -1.496292 0.211 -0.027 -2.020
H 0.215267 2.304568 -0.311957 -1.076 0.913 0.215
H 0.791232 -0.616090 -0.029380 -0.088 0.592 -0.616
H -1.350707 -0.912654 2.642708 0.095 0.199 -0.231
```
Forces are in eV/Å.

---

# C26H66IN6O10P

A cluster of 4 separate species, C26H66IN6O10P in total (the ωB97M-V functional and the def2-TZVPD basis, the OMol25 dataset).

Calculated values
SMILES string: CNC[C@@H](CO[C@@H](N)C[C@@H](C)I)NP(=O)(O)O.COCCNCCOC.COCCNCCOC.COCCNCCOC
Kohn-Sham gap: 0.3217 hartree
HOMO energy: -0.31287 hartree
Spin multiplicity: 1

```
110
Properties=species:S:1:pos:R:3:forces:R:3
C 1.548836 5.680658 -1.199298 -0.060 0.294 -0.842
N 0.805088 4.404965 -1.177020 0.802 0.243 0.580
C 0.733079 3.828714 0.185103 -1.408 -0.147 -0.809
C -0.322761 2.650819 0.108019 0.816 -0.091 -0.860
C 0.167712 1.707302 -1.076361 -1.138 0.944 0.735
O -0.558882 0.477821 -1.022254 1.332 -0.107 0.073
C 0.279740 -0.645681 -0.836926 -0.323 -2.101 -0.301
N -0.631333 -1.814930 -0.867233 0.168 0.969 0.259
C 1.355264 -0.847522 -1.986152 0.477 1.129 0.383
C 2.829662 -0.543767 -1.553652 -0.106 -0.823 0.018
C 3.477081 -1.645519 -0.641709 0.561 0.705 0.460
I 4.003122 -0.448051 -3.411057 -0.144 0.172 0.526
N -0.417094 1.847251 1.346647 0.545 0.941 1.784
P -0.555127 2.799822 2.765468 -3.191 1.747 0.496
O -1.427173 4.020081 2.521674 2.248 -1.891 0.061
O -1.380795 1.868493 3.888088 2.387 0.591 -1.490
O 0.934482 3.190761 3.426309 -1.741 -1.151 -0.677
H 2.357485 5.678910 -0.439216 -0.521 0.012 -0.477
H 2.006653 5.795713 -2.213306 -0.165 -0.007 0.844
H 0.884228 6.573271 -1.058244 0.563 -0.638 0.224
H -0.131781 4.581137 -1.531559 0.111 -0.154 0.237
H 0.397161 4.643839 0.871764 0.294 -0.836 0.079
H 1.709412 3.369265 0.491388 -0.612 0.587 -0.297
H -1.344366 3.001380 -0.148512 0.665 0.056 0.353
H 1.268070 1.605036 -0.949848 -0.678 -0.150 -0.424
H -0.115725 2.198065 -2.036337 0.707 -0.314 0.711
H 0.758203 -0.683656 0.180676 -0.221 0.412 -0.705
H -0.234999 -2.590729 -0.348763 -0.035 0.013 -0.287
H -0.797924 -2.064599 -1.839201 -0.025 -0.223 0.327
H 1.328463 -1.897903 -2.344223 -0.029 0.692 0.200
H 1.059264 -0.164802 -2.820147 0.255 -0.626 0.520
H 2.974933 0.435544 -1.054794 -0.292 -0.521 -0.584
H 2.750746 -2.100425 0.077799 0.390 0.239 -0.781
H 4.048163 -2.416088 -1.208563 -0.832 0.399 0.372
H 4.240351 -1.132337 -0.000134 -0.538 -0.482 -0.513
H 0.304715 1.132780 1.410563 -0.186 0.064 -0.046
H -1.507628 2.415868 4.680678 -0.051 0.009 -0.073
H 1.240936 3.991181 2.978096 -0.080 0.057 0.063
C 6.964360 1.242760 -7.220308 0.070 -0.260 0.128
O 5.980032 0.265175 -6.932891 0.008 0.398 -0.066
C 4.648046 0.666674 -7.245124 -0.273 -0.427 -0.014
C 4.129363 -0.031596 -8.497562 0.321 0.170 0.008
N 4.798229 0.446411 -9.704228 -0.026 -0.213 0.059
C 4.610626 -0.397477 -10.886768 0.111 0.117 0.088
C 5.011080 -1.877103 -10.815013 -0.028 0.046 -0.314
O 6.409210 -2.115686 -10.753691 -0.189 -0.007 0.158
C 6.995086 -1.916786 -9.478645 0.202 -0.090 -0.293
H 7.879432 0.954190 -6.701539 -0.074 -0.040 -0.001
H 7.186523 1.285654 -8.290287 0.013 0.177 -0.038
H 6.664245 2.232510 -6.866070 -0.025 0.015 -0.057
H 4.557603 1.754557 -7.321475 0.142 -0.007 -0.112
H 4.030747 0.347394 -6.401458 -0.055 0.039 -0.036
H 3.053715 0.147866 -8.588022 -0.004 0.004 -0.005
H 4.278883 -1.107757 -8.349383 -0.115 -0.018 0.127
H 5.789421 0.521982 -9.524591 -0.016 0.014 0.029
H 5.193217 0.062682 -11.688588 -0.042 -0.064 -0.056
H 3.559172 -0.335050 -11.189260 0.006 -0.092 0.053
H 4.682191 -2.339391 -11.749916 0.047 0.034 0.003
H 4.492502 -2.419976 -10.017616 0.063 0.083 0.159
H 6.336818 -2.232520 -8.666252 -0.052 0.112 0.015
H 7.290062 -0.874211 -9.354624 -0.054 0.064 0.247
H 7.907314 -2.513422 -9.432760 -0.063 -0.052 -0.076
C -3.886315 0.425962 10.567338 -0.067 0.273 0.088
O -2.927617 1.272109 11.177968 -0.027 -0.404 -0.093
C -1.646456 0.672952 11.352995 0.303 0.381 0.125
C -0.628405 1.220754 10.358521 -0.316 -0.125 -0.105
N -0.903840 0.773980 8.996066 0.037 0.221 0.056
C -0.195295 1.515634 7.950620 -0.160 -0.086 0.054
C -0.368569 3.038717 7.872490 0.091 -0.084 -0.313
O -1.656117 3.468130 7.439677 0.279 -0.082 0.159
C -2.664218 3.414659 8.435963 -0.157 0.110 -0.348
H -4.870172 0.867024 10.731902 0.077 0.029 0.024
H -3.728800 0.354864 9.487404 -0.030 -0.180 -0.038
H -3.878707 -0.574657 11.007536 0.040 -0.021 -0.048
H -1.699832 -0.419415 11.316558 -0.084 0.020 -0.164
H -1.316771 0.949081 12.358666 0.019 -0.027 -0.020
H 0.372381 0.888004 10.650296 0.005 -0.005 -0.007
H -0.656139 2.313816 10.441208 0.065 0.009 0.159
H -1.895597 0.847668 8.818378 0.009 -0.028 0.036
H -0.528267 1.096286 6.997335 0.083 0.037 -0.042
H 0.873746 1.290290 8.034444 -0.009 0.094 0.036
H 0.328177 3.397926 7.109374 -0.064 -0.016 -0.023
H -0.081238 3.548261 8.798007 -0.156 -0.054 0.116
H -2.283917 3.680621 9.424296 0.037 -0.115 0.018
H -3.129889 2.428890 8.452374 -0.037 -0.049 0.247
H -3.442119 4.129025 8.163217 0.098 0.043 -0.052
C -3.702580 -2.207235 1.521232 0.073 -0.220 0.038
O -4.701297 -3.151701 1.873485 -0.030 0.358 -0.049
C -6.031342 -2.726397 1.594807 -0.242 -0.416 0.065
C -6.605805 -3.447593 0.380511 0.305 0.175 -0.026
N -5.963304 -3.018577 -0.858602 -0.024 -0.243 0.058
C -6.203804 -3.889841 -2.010460 0.114 0.125 0.102
C -5.831358 -5.374753 -1.907848 -0.042 0.040 -0.326
O -4.436438 -5.639705 -1.880496 -0.174 -0.011 0.160
C -3.809175 -5.415658 -0.628960 0.197 -0.077 -0.298
H -2.776424 -2.502433 2.015992 -0.075 -0.036 0.000
H -3.517563 -2.205558 0.444093 0.070 0.214 -0.016
H -3.964251 -1.199365 1.853748 -0.015 0.009 -0.060
H -6.098361 -1.639392 1.488457 0.139 -0.014 -0.129
H -6.629261 -3.005277 2.467494 -0.027 0.022 -0.029
H -7.679575 -3.245707 0.317041 -0.006 0.004 -0.012
H -6.476173 -4.522392 0.555673 -0.108 -0.013 0.127
H -4.965410 -2.959988 -0.710641 -0.024 0.052 0.038
H -5.635984 -3.464817 -2.841850 -0.044 -0.063 -0.054
H -7.262390 -3.813333 -2.283821 0.004 -0.096 0.052
H -6.197035 -5.856748 -2.818955 0.052 0.029 0.000
H -6.336546 -5.883852 -1.080202 0.074 0.086 0.156
H -4.448983 -5.694366 0.211092 -0.046 0.116 0.014
H -3.490531 -4.375988 -0.544098 -0.049 0.070 0.252
H -2.907571 -6.029452 -0.592021 -0.070 -0.065 -0.074
```
Forces are in eV/Å.

---

# C2O2S

A structure of composition C2O2S (the ωB97M-V functional and the def2-TZVPD basis, the OMol25 dataset).

Calculated values
Kohn-Sham gap: 0.3693 hartree
HOMO energy: -0.42953 hartree
Spin multiplicity: 1

```
5
Properties=species:S:1:pos:R:3:forces:R:3
C -0.242155 0.663250 -0.000202 -3.719 5.753 1.291
C 0.421513 -1.359760 0.706253 0.576 -0.561 -2.972
O -1.403369 0.644626 -0.429788 4.551 -0.979 1.141
O 0.599709 1.305921 0.601780 -1.666 -2.829 -2.117
S 0.624301 -1.254037 -0.878044 0.258 -1.384 2.657
```
Forces are in eV/Å.